{
  "formula": "C3AuLiO6",
  "method": "ωB97M-V with the def2-TZVPD basis set",
  "total_charge": 1,
  "e_tot_ev": -19275.7039,
  "homo_lumo_gap_ev": [9.2, 5.1],
  "s2": 3.770,
  "lumo_energy_ha": [-0.16504, -0.32387],
  "spin_multiplicity": 4,
  "elements": ["O", "C", "O", "C", "O", "O", "Au", "C", "O", "O", "Li"],
  "coordinates": [[0.25, -1.75, 1.41], [0.82, -1.93, 0.30], [-0.03, -1.25, -0.62], [-0.15, -1.54, -2.06], [0.13, -2.68, -2.38], [-0.66, -0.58, -2.63], [-0.76, -0.24, 0.71], [0.73, 1.96, 1.57], [0.95, 3.16, 1.66], [-0.37, 1.43, 1.21], [-0.92, 3.42, 0.81]],
  "lowdin_spin": [0.30, 0.16, 0.15, 0.02, 0.48, 0.34, 0.49, 0.57, 0.21, 0.23, 0.03]
}

{
  "formula": "C3BF9",
  "method": "ωB97M-V with the def2-TZVPD basis set",
  "e_tot_ev": -28243.8604,
  "homo_lumo_gap_ev": 11.2,
  "e_above_lowest_kj_mol": 22.70,
  "lumo_energy_ha": -0.01723,
  "spin_multiplicity": 1,
  "elements": ["B", "C", "C", "C", "F", "F", "F", "F", "F", "F", "F", "F", "F"],
  "coordinates": [[-0.09, -0.10, 0.58], [-1.59, -0.03, -0.04], [1.29, 2.00, -2.00], [0.85, -1.43, 0.85], [-1.38, 0.55, -1.31], [-2.09, -1.24, -0.28], [-2.48, 0.68, 0.66], [1.05, 0.89, -1.37], [0.31, 1.03, 1.08], [0.64, 2.87, -1.33], [1.79, -1.81, -0.03], [-0.02, -2.47, 0.96], [1.40, -1.27, 2.08]],
  "lowdin_charge": [-0.20, -0.47, -0.06, -0.47, 0.07, 0.15, 0.17, 0.03, 0.28, 0.11, 0.15, 0.11, 0.13]
}

{
  "formula": "C3Br2N2O5S",
  "method": "ωB97M-V with the def2-TZVPD basis set",
  "total_charge": -2,
  "e_tot_ev": -167250.5592,
  "homo_lumo_gap_ev": 7.5,
  "e_above_lowest_kj_mol": 0.00,
  "lumo_energy_ha": 0.19646,
  "spin_multiplicity": 1,
  "elements": ["C", "C", "C", "N", "N", "O", "O", "O", "O", "O", "S", "Br", "Br"],
  "coordinates": [[1.81, 0.73, 0.63], [-0.30, 1.25, 0.08], [0.91, -0.63, 0.25], [0.97, 1.72, 0.44], [-0.32, -0.14, 0.04], [-1.92, -0.75, -1.95], [2.95, 0.61, 1.04], [-1.30, 1.92, -0.13], [-0.82, -2.52, -0.73], [-2.64, -1.09, 0.30], [-1.57, -1.27, -0.66], [0.98, -2.11, 1.50], [1.82, -1.53, -1.37]],
  "lowdin_charge": [-0.61, -0.56, -1.06, 0.13, -0.16, -0.35, -0.06, 0.02, -0.49, -0.35, 0.38, 0.62, 0.50]
}

{
  "formula": "C3Br2O",
  "method": "ωB97M-V with the def2-TZVPD basis set",
  "e_tot_ev": -145240.6791,
  "homo_lumo_gap_ev": 9.5,
  "e_above_lowest_kj_mol": 19.48,
  "lumo_energy_ha": -0.02239,
  "spin_multiplicity": 1,
  "smiles": "O=C(Br)C#CBr",
  "elements": ["C", "C", "C", "O", "Br", "Br"],
  "coordinates": [[0.89, 0.88, 0.67], [-0.05, 0.30, 0.14], [-0.95, -0.54, -0.50], [-2.08, -0.40, -0.73], [2.04, 1.98, 1.45], [0.16, -2.21, -1.02]],
  "lowdin_charge": [-0.63, -0.15, -0.76, 0.12, 0.86, 0.56]
}

{
  "formula": "C3BrClO",
  "method": "ωB97M-V with the def2-TZVPD basis set",
  "e_tot_ev": -87718.0704,
  "homo_lumo_gap_ev": [8.4, 8.4],
  "e_above_lowest_kj_mol": 146.72,
  "lumo_energy_ha": [-0.03603, -0.03601],
  "spin_multiplicity": 1,
  "elements": ["C", "C", "C", "O", "Cl", "Br"],
  "coordinates": [[-0.79, -0.12, 0.10], [0.25, 1.33, -0.01], [0.10, -1.05, 0.08], [1.12, -1.59, -0.02], [1.86, 1.09, -0.08], [-2.54, 0.34, -0.07]],
  "lowdin_charge": [-0.82, -0.43, -0.37, 0.11, 0.74, 0.77]
}

{
  "formula": "C3BrFN2",
  "method": "ωB97M-V with the def2-TZVPD basis set",
  "e_tot_ev": -78846.1107,
  "homo_lumo_gap_ev": [7.9, 7.8],
  "e_above_lowest_kj_mol": 260.69,
  "lumo_energy_ha": [-0.10540, -0.12341],
  "spin_multiplicity": 1,
  "elements": ["C", "C", "C", "N", "N", "F", "Br"],
  "coordinates": [[-0.98, -0.93, 0.34], [1.28, -0.07, 0.69], [-0.03, 0.12, 0.24], [-1.76, -1.79, 0.51], [2.29, -0.23, 1.19], [-0.24, 1.25, -2.47], [-0.56, 1.65, -0.50]],
  "lowdin_charge": [-0.25, -0.27, -0.64, 0.20, 0.21, -0.54, 1.30]
}

{
  "formula": "C3Cl3F3O",
  "method": "ωB97M-V with the def2-TZVPD basis set",
  "e_tot_ev": -50874.6519,
  "homo_lumo_gap_ev": [8.8, 7.7],
  "e_above_lowest_kj_mol": 279.44,
  "lumo_energy_ha": [-0.06199, -0.06343],
  "spin_multiplicity": 1,
  "elements": ["C", "C", "C", "O", "F", "F", "F", "Cl", "Cl", "Cl"],
  "coordinates": [[0.03, 2.37, -0.68], [-0.96, -0.95, 0.66], [0.23, -1.73, 0.25], [0.15, 3.18, 0.17], [0.75, 2.26, -1.80], [1.30, -0.90, 0.24], [0.20, -2.22, -1.00], [-0.83, 0.19, 1.99], [-2.50, -1.64, 0.31], [0.60, -3.13, 1.34]],
  "lowdin_charge": [-0.21, -1.05, -1.03, 0.13, 0.07, 0.01, 0.04, 0.67, 0.68, 0.69]
}

{
  "formula": "C3CuLiO6",
  "method": "ωB97M-V with the def2-TZVPD basis set",
  "total_charge": -1,
  "e_tot_ev": -60240.0309,
  "homo_lumo_gap_ev": [3.8, 3.4],
  "s2": 0.753,
  "e_above_lowest_kj_mol": 0.00,
  "lumo_energy_ha": [0.02061, 0.00755],
  "spin_multiplicity": 2,
  "elements": ["O", "C", "O", "C", "O", "O", "Cu", "C", "O", "O", "Li"],
  "coordinates": [[-0.09, -1.38, -1.76], [-0.39, -2.35, -1.05], [-0.17, -1.92, 0.32], [-0.24, -2.78, 1.42], [-0.61, -3.95, 1.24], [0.12, -2.23, 2.48], [0.32, 0.19, -0.38], [0.61, 3.30, -1.27], [0.53, 4.53, -1.21], [0.28, 2.47, -0.40], [-0.37, 4.12, 0.62]],
  "lowdin_spin": [0.00, 0.00, 0.00, 0.00, 0.00, 0.00, 0.01, 0.57, 0.19, 0.18, 0.05]
}

{
  "formula": "C3FO3Sm",
  "method": "ωB97M-V with the def2-TZVPD basis set",
  "e_tot_ev": -29870.5047,
  "homo_lumo_gap_ev": [5.5, 7.1],
  "s2": 15.756,
  "e_above_lowest_kj_mol": 0.00,
  "lumo_energy_ha": [-0.00879, -0.01704],
  "spin_multiplicity": 8,
  "elements": ["C", "C", "O", "F", "O", "C", "O", "Sm"],
  "coordinates": [[-2.46, 0.81, -0.01], [-1.29, 1.01, -0.25], [-0.06, 1.16, -0.51], [-3.72, 0.59, 0.26], [1.19, -2.70, 0.32], [1.77, -1.76, -0.03], [2.48, -0.88, -0.34], [2.08, 1.77, 0.56]],
  "lowdin_spin": [0.00, 0.01, 0.05, 0.00, 0.01, 0.02, 0.07, 6.84]
}

{
  "formula": "C3H10Cu2NO4",
  "method": "ωB97M-V with the def2-TZVPD basis set",
  "total_charge": -1,
  "e_tot_ev": -102231.5090,
  "homo_lumo_gap_ev": 5.5,
  "e_above_lowest_kj_mol": 0.00,
  "lumo_energy_ha": 0.10022,
  "spin_multiplicity": 1,
  "elements": ["Cu", "Cu", "O", "H", "O", "H", "O", "H", "C", "O", "N", "C", "C", "H", "H", "H", "H", "H", "H", "H"],
  "coordinates": [[-1.71, -1.05, 0.09], [-0.49, -2.55, -1.78], [-3.19, -2.52, 0.72], [-3.89, -1.98, 1.12], [-2.07, -1.20, -2.24], [-1.71, -0.98, -3.11], [-0.07, -2.47, 0.23], [0.68, -1.87, 0.12], [-0.37, 1.64, 0.01], [-1.40, 1.27, 0.54], [0.88, 1.32, 0.39], [1.14, 0.49, 1.53], [2.02, 1.62, -0.45], [-0.42, 2.25, -0.91], [1.64, -0.44, 1.28], [0.23, 0.28, 2.08], [1.78, 1.02, 2.26], [2.66, 2.29, 0.14], [2.57, 0.71, -0.68], [1.72, 2.18, -1.33]],
  "lowdin_charge": [0.25, 0.40, -0.49, -0.15, -0.43, -0.11, -0.41, -0.11, -0.32, 0.00, -0.19, -0.05, -0.06, 0.14, 0.08, 0.10, 0.09, 0.08, 0.09, 0.08]
}

{
  "formula": "C3H10F3N2O2Pb",
  "method": "ωB97M-V with the def2-TZVPD basis set",
  "total_charge": -1,
  "e_tot_ev": -23746.1590,
  "homo_lumo_gap_ev": [4.2, 3.4],
  "lumo_energy_ha": [0.12148, 0.12027],
  "spin_multiplicity": 1,
  "elements": ["C", "Pb", "N", "N", "H", "H", "H", "H", "H", "H", "H", "H", "H", "H", "F", "C", "F", "F", "C", "O", "O"],
  "coordinates": [[1.62, 1.18, -2.16], [0.52, -0.54, -1.39], [-0.69, -0.90, 1.46], [-1.26, 1.18, -0.81], [-0.28, -0.03, 1.81], [-0.28, -2.11, -1.13], [2.64, 0.90, -2.48], [1.69, 1.93, -1.38], [1.08, 1.59, -3.03], [-0.87, 1.46, 0.09], [-2.25, 0.95, -0.69], [-1.22, 2.01, -1.40], [-1.70, -0.90, 1.66], [-0.29, -1.68, 1.98], [3.88, 0.36, 2.56], [3.13, 1.30, 1.95], [2.60, 2.11, 2.90], [3.96, 2.06, 1.16], [2.00, 0.73, 0.99], [2.27, -0.34, 0.36], [0.99, 1.46, 0.90]],
  "lowdin_charge": [-0.44, 0.80, -0.01, -0.04, -0.01, -0.29, -0.03, -0.05, -0.05, 0.00, 0.03, 0.04, 0.02, 0.02, 0.12, -0.48, 0.11, 0.10, -0.60, -0.15, -0.08]
}

{
  "formula": "C3H10N",
  "method": "ωB97M-V with the def2-TZVPD basis set",
  "e_tot_ev": -4756.4503,
  "homo_lumo_gap_ev": [5.8, 5.8],
  "s2": 0.754,
  "e_above_lowest_kj_mol": 469.98,
  "lumo_energy_ha": [0.01759, 0.01759],
  "spin_multiplicity": 2,
  "elements": ["C", "H", "H", "H", "H", "C", "C", "N", "H", "H", "H", "H", "H", "H"],
  "coordinates": [[-1.07, 0.96, 1.07], [-2.28, 1.13, -3.02], [-1.56, 1.25, 2.03], [-1.36, 1.83, 0.50], [-2.67, 1.74, -2.87], [0.74, -0.28, -0.15], [-0.32, -0.27, 0.86], [1.94, -1.11, 0.03], [0.66, 0.18, -1.13], [0.09, -0.52, 1.88], [-1.03, -1.17, 0.59], [1.95, -2.02, -0.47], [2.71, -0.55, -0.34], [2.20, -1.18, 1.01]],
  "lowdin_spin": [0.71, 0.00, 0.04, 0.05, 0.00, 0.01, 0.13, 0.00, 0.00, 0.01, 0.05, 0.00, 0.00, 0.00]
}

{
  "formula": "C3H10N",
  "method": "ωB97M-V with the def2-TZVPD basis set",
  "total_charge": 1,
  "e_tot_ev": -4750.2665,
  "homo_lumo_gap_ev": [7.0, 9.9],
  "s2": 2.005,
  "e_above_lowest_kj_mol": 101.31,
  "lumo_energy_ha": [-0.12827, -0.26328],
  "spin_multiplicity": 3,
  "elements": ["C", "C", "C", "N", "H", "H", "H", "H", "H", "H", "H", "H", "H", "H"],
  "coordinates": [[1.81, -0.42, 0.43], [2.17, 0.06, -0.76], [-1.81, -0.13, -0.45], [-0.96, 0.33, 0.67], [1.64, -1.43, 0.66], [-1.43, -1.02, -0.94], [2.03, 0.22, 1.22], [2.20, 1.12, -0.88], [2.38, -0.58, -1.60], [-2.79, -0.27, -0.16], [-1.89, 0.84, -1.06], [-1.10, -0.32, 1.43], [-0.84, 1.21, 1.00], [0.14, 0.22, 0.32]],
  "lowdin_spin": [0.78, 0.84, 0.01, 0.12, 0.04, 0.00, 0.05, 0.05, 0.05, 0.00, 0.00, 0.00, 0.00, 0.06]
}

{
  "formula": "C3H10N2",
  "method": "ωB97M-V with the def2-TZVPD basis set",
  "e_tot_ev": -6248.2916,
  "homo_lumo_gap_ev": [8.7, 8.4],
  "e_above_lowest_kj_mol": 495.62,
  "lumo_energy_ha": [0.03665, 0.03637],
  "spin_multiplicity": 1,
  "elements": ["C", "C", "C", "N", "N", "H", "H", "H", "H", "H", "H", "H", "H", "H", "H"],
  "coordinates": [[0.85, 1.53, -0.30], [-1.40, -1.43, -0.20], [1.48, 0.44, -1.06], [-0.35, -0.46, 1.68], [-0.17, -1.35, 0.64], [1.35, 1.57, 0.67], [0.83, 2.43, -0.91], [-0.12, 1.22, -0.05], [-1.11, -1.49, -1.33], [-1.98, -2.38, 0.05], [-1.96, -0.51, -0.25], [0.86, 0.39, -2.04], [2.51, 0.17, -0.92], [0.48, -0.22, 2.29], [-1.27, 0.10, 1.74]],
  "lowdin_charge": [-0.23, -0.18, -0.07, -0.08, -0.13, 0.06, 0.07, 0.00, 0.08, 0.08, 0.04, 0.08, 0.03, 0.12, 0.12]
}

{
  "formula": "C3H10N2",
  "method": "ωB97M-V with the def2-TZVPD basis set",
  "e_tot_ev": -6251.4782,
  "homo_lumo_gap_ev": 10.0,
  "e_above_lowest_kj_mol": 188.15,
  "lumo_energy_ha": 0.03741,
  "spin_multiplicity": 1,
  "smiles": "C=C.NCN",
  "elements": ["C", "C", "H", "H", "H", "H", "N", "C", "N", "H", "H", "H", "H", "H", "H"],
  "coordinates": [[-2.66, 3.03, 1.46], [-3.82, 2.90, 0.80], [-1.83, 2.37, 1.25], [-2.43, 3.93, 2.02], [-3.76, 1.98, 0.21], [-4.83, 3.07, 1.17], [2.18, -0.75, -1.22], [1.55, -1.85, -0.51], [2.31, -3.12, -0.61], [2.45, -1.04, -2.15], [3.06, -0.52, -0.78], [0.52, -2.10, -0.78], [1.45, -1.56, 0.54], [3.03, -3.19, 0.10], [2.77, -3.15, -1.51]],
  "lowdin_charge": [-0.08, -0.09, 0.04, 0.04, 0.04, 0.05, -0.02, -0.36, -0.02, 0.05, 0.06, 0.09, 0.10, 0.05, 0.05]
}

{
  "formula": "C3H10N2",
  "method": "ωB97M-V with the def2-TZVPD basis set",
  "e_tot_ev": -6251.9307,
  "homo_lumo_gap_ev": 10.2,
  "e_above_lowest_kj_mol": 144.49,
  "lumo_energy_ha": 0.03929,
  "spin_multiplicity": 1,
  "smiles": "C[C@H](N)CN",
  "elements": ["N", "C", "C", "C", "N", "H", "H", "H", "H", "H", "H", "H", "H", "H", "H"],
  "coordinates": [[0.06, 0.40, 1.49], [-0.22, -0.34, 0.28], [-1.78, -0.62, 0.25], [0.26, 0.20, -1.07], [1.79, 0.41, -1.07], [0.97, 0.09, 2.00], [-0.75, 0.45, 2.08], [0.17, -1.40, 0.38], [-1.80, -1.53, -0.45], [-2.08, -1.26, 1.12], [-2.60, -0.04, -0.23], [-0.29, 1.20, -1.15], [0.02, -0.38, -1.99], [1.77, 1.38, -1.35], [2.11, 0.41, -0.10]],
  "lowdin_charge": [0.00, -0.50, -0.10, -0.24, -0.02, 0.12, 0.05, 0.14, 0.08, 0.08, 0.08, 0.12, 0.11, 0.04, 0.04]
}

{
  "formula": "C3H10N2",
  "method": "ωB97M-V with the def2-TZVPD basis set",
  "e_tot_ev": -6252.4711,
  "homo_lumo_gap_ev": 9.8,
  "e_above_lowest_kj_mol": 92.35,
  "lumo_energy_ha": 0.03764,
  "spin_multiplicity": 1,
  "smiles": "CCNCN",
  "elements": ["C", "C", "N", "C", "N", "H", "H", "H", "H", "H", "H", "H", "H", "H", "H"],
  "coordinates": [[0.30, -0.96, 1.55], [0.39, 0.46, 1.05], [0.82, 0.62, -0.36], [0.15, -0.12, -1.37], [-1.10, 0.41, -1.95], [-0.51, -1.50, 1.06], [1.18, -1.59, 1.56], [-0.12, -0.72, 2.54], [1.02, 1.18, 1.57], [-0.63, 0.90, 1.21], [0.93, 1.60, -0.60], [0.88, -0.42, -2.14], [-0.11, -1.11, -1.00], [-1.93, -0.07, -1.60], [-1.28, 1.31, -1.52]],
  "lowdin_charge": [-0.10, -0.29, -0.09, -0.36, 0.00, 0.06, 0.07, 0.08, 0.11, 0.10, 0.10, 0.11, 0.09, 0.05, 0.06]
}

{
  "formula": "C3H10N2",
  "method": "ωB97M-V with the def2-TZVPD basis set",
  "e_tot_ev": -6250.2005,
  "homo_lumo_gap_ev": 8.8,
  "e_above_lowest_kj_mol": 311.43,
  "lumo_energy_ha": 0.00758,
  "spin_multiplicity": 1,
  "smiles": "C=N.CCN",
  "elements": ["C", "N", "H", "H", "H", "C", "C", "N", "H", "H", "H", "H", "H", "H", "H"],
  "coordinates": [[-1.79, -3.42, 0.17], [-0.79, -2.63, 0.54], [-1.61, -4.09, -0.68], [-2.65, -2.74, 0.04], [-1.09, -2.22, 1.36], [0.73, 2.90, -0.92], [0.78, 1.94, 0.34], [1.04, 0.66, -0.04], [1.25, 2.63, -1.91], [1.08, 3.91, -0.52], [-0.30, 3.04, -1.15], [-0.14, 2.09, 0.91], [1.66, 2.27, 0.96], [1.26, 0.01, 0.67], [0.46, 0.35, -0.78]],
  "lowdin_charge": [-0.09, 0.01, 0.04, 0.07, -0.02, -0.10, -0.40, -0.03, 0.09, 0.07, 0.03, 0.09, 0.12, 0.06, 0.07]
}

{
  "formula": "C3H10N2",
  "method": "ωB97M-V with the def2-TZVPD basis set",
  "e_tot_ev": -6252.2089,
  "homo_lumo_gap_ev": 9.8,
  "e_above_lowest_kj_mol": 117.66,
  "lumo_energy_ha": 0.03623,
  "spin_multiplicity": 1,
  "smiles": "C=CN.CN",
  "elements": ["C", "N", "H", "H", "H", "H", "H", "C", "C", "N", "H", "H", "H", "H", "H"],
  "coordinates": [[-2.67, 1.88, -0.44], [-1.30, 1.53, -0.09], [-2.68, 2.87, -0.89], [-3.32, 1.86, 0.43], [-3.10, 1.20, -1.19], [-1.15, 0.78, 0.57], [-0.82, 1.26, -0.94], [2.74, -0.68, 0.16], [1.52, -1.10, 0.44], [1.14, -2.45, 0.64], [3.56, -1.38, 0.07], [2.98, 0.36, 0.03], [0.79, -0.36, 0.75], [0.40, -2.69, -0.01], [1.91, -3.08, 0.48]],
  "lowdin_charge": [-0.20, -0.08, 0.06, 0.07, 0.06, 0.03, 0.05, -0.02, -0.31, 0.02, 0.04, 0.04, 0.08, 0.07, 0.07]
}

{
  "formula": "C3H10N2",
  "method": "ωB97M-V with the def2-TZVPD basis set",
  "e_tot_ev": -6251.4555,
  "homo_lumo_gap_ev": 9.2,
  "e_above_lowest_kj_mol": 190.34,
  "lumo_energy_ha": 0.03214,
  "spin_multiplicity": 1,
  "smiles": "C=CNC.N",
  "elements": ["C", "N", "H", "H", "H", "H", "H", "N", "C", "C", "H", "H", "H", "H", "H"],
  "coordinates": [[1.64, 0.92, -0.24], [0.77, -0.25, -0.08], [1.34, -1.08, 0.06], [-0.19, -0.86, -1.29], [1.07, 1.82, -0.45], [2.33, 0.75, -1.07], [2.23, 1.06, 0.67], [-1.23, -1.42, -1.48], [-0.33, -0.23, 0.82], [-0.94, 0.86, 1.33], [-2.03, -0.81, -1.65], [-1.54, -2.12, -0.80], [-0.49, -1.20, 1.28], [-1.75, 0.74, 2.04], [-0.86, 1.83, 0.86]],
  "lowdin_charge": [-0.09, -0.17, 0.13, 0.08, 0.08, 0.08, 0.08, -0.08, -0.26, 0.00, -0.02, -0.02, 0.11, 0.05, 0.05]
}